Entry 1:
# C22H67N14O10

A cluster of 10 separate species, C22H67N14O10 in total (ωB97M-V/def2-TZVPD, the OMol25 dataset).

Summary:
* orbital gap: 5.09 eV
* HOMO energy: -3.14 eV
* total energy: -2397.3239 Eh
* total charge: -1
* LUMO: 0.0717 hartree

Each atom is followed by the atoms it is bonded to, with distances in Å.
Atoms and positions in Å:
1 C 5.7919 13.7712 16.3708  O2 1.436, H3 1.090, H4 1.090, H5 1.090
2 O 5.2809 12.4587 16.6517  C1 1.436
3 H 6.8248 13.9816 16.0932  C1 1.090
4 H 5.2604 14.3002 15.5797  C1 1.090
5 H 5.6559 14.4203 17.2358  C1 1.090
6 C 2.6964 19.5748 15.4392  C7 1.525, H12 1.090, H13 1.090, H14 1.090
7 C 3.0033 20.0013 14.0081  C6 1.525, C8 1.571, N11 1.468, H15 1.090
8 C 3.7252 21.3962 14.0293  C7 1.571, O9 1.423, H16 1.090, H17 1.090
9 O 3.0344 22.3751 14.7977  C8 1.423, C10 1.363
10 C 3.8573 23.4483 14.9711  O9 1.363, H18 1.090, H19 1.090, H20 1.090
11 N 3.7838 18.9573 13.3329  C7 1.468, H21 1.010, H22 1.010
12 H 1.8664 20.1191 15.8896  C6 1.090
13 H 3.5527 19.7155 16.0988  C6 1.090
14 H 2.3218 18.5567 15.5456  C6 1.090
15 H 2.1203 20.0617 13.3719  C7 1.090
16 H 4.0318 21.6118 13.0058  C8 1.090
17 H 4.7037 21.1371 14.4337  C8 1.090
18 H 3.2500 24.1592 15.5314  C10 1.090
19 H 4.1556 23.9143 14.0320  C10 1.090
20 H 4.6962 23.2765 15.6455  C10 1.090
21 H 3.0777 18.3247 12.9847  N11 1.010
22 H 4.3183 18.4000 13.9839  N11 1.010
23 C 1.1506 13.8319 8.8215  C24 1.514, H29 1.090, H30 1.090, H31 1.090
24 C -0.0104 13.9967 9.7784  C23 1.514, C25 1.502, N28 1.451, H32 1.090
25 C 0.2028 13.3437 11.1144  C24 1.502, O26 1.384, H33 1.090, H34 1.090
26 O -0.8870 13.4046 11.9660  C25 1.384, C27 1.386
27 C -0.8831 12.5173 13.0306  O26 1.386, H35 1.090, H36 1.090, H37 1.090
28 N -0.2845 15.4138 9.9284  C24 1.451, H38 1.010, H39 1.010
29 H 1.0232 14.5390 8.0018  C23 1.090
30 H 1.0858 12.9749 8.1510  C23 1.090
31 H 2.0771 13.8646 9.3946  C23 1.090
32 H -0.8923 13.5410 9.3282  C24 1.090
33 H 1.0095 13.7504 11.7242  C25 1.090
34 H 0.4653 12.3004 10.9391  C25 1.090
35 H -0.1241 12.6697 13.7980  C27 1.090
36 H -0.9529 11.4779 12.7100  C27 1.090
37 H -1.8034 12.5858 13.6106  C27 1.090
38 H -0.3618 15.7632 8.9839  N28 1.010
39 H -1.0600 15.5778 10.5543  N28 1.010
40 C 14.4481 12.0125 16.3607  C41 1.543, H46 1.090, H47 1.090, H48 1.090
41 C 13.8493 12.5635 17.6718  C40 1.543, C42 1.591, N45 1.455, H49 1.090
42 C 12.9073 13.8212 17.4233  C41 1.591, O43 1.477, H50 1.090, H51 1.090
43 O 12.6283 14.3906 18.7568  C42 1.477, C44 1.407
44 C 11.9826 15.6348 18.6410  O43 1.407, H52 1.090, H53 1.090, H54 1.090
45 N 13.2276 11.5184 18.4711  C41 1.455, H55 1.010, H56 1.010
46 H 15.0430 12.7773 15.8615  C40 1.090
47 H 13.6088 11.7398 15.7209  C40 1.090
48 H 15.0694 11.1431 16.5758  C40 1.090
49 H 14.7024 12.8860 18.2687  C41 1.090
50 H 11.9896 13.5972 16.8795  C42 1.090
51 H 13.3523 14.6165 16.8252  C42 1.090
52 H 12.4461 16.2253 17.8507  C44 1.090
53 H 12.2993 16.1300 19.5589  C44 1.090
54 H 10.8975 15.7357 18.6179  C44 1.090
55 H 12.4429 11.1441 17.9570  N45 1.010
56 H 13.0148 12.0248 19.3187  N45 1.010
57 C 11.1931 15.8808 12.1870  C58 1.550, H63 1.090, H64 1.090, H65 1.090
58 C 10.5648 17.2360 11.7728  C57 1.550, C59 1.505, N62 1.477, H66 1.090
59 C 10.2630 18.1337 12.9427  C58 1.505, O60 1.381, H67 1.090, H68 1.090
60 O 11.3859 18.7708 13.4336  C59 1.381, C61 1.419
61 C 11.2205 19.7713 14.4256  O60 1.419, H69 1.090, H70 1.090, H71 1.090
62 N 11.5480 17.9061 10.8985  C58 1.477, H72 1.010, H73 1.010
63 H 12.1693 15.9154 12.6707  C57 1.090
64 H 11.1615 15.2394 11.3062  C57 1.090
65 H 10.5963 15.2918 12.8834  C57 1.090
66 H 9.6860 17.0956 11.1434  C58 1.090
67 H 9.6748 17.5448 13.6464  C59 1.090
68 H 9.5027 18.8383 12.6058  C59 1.090
69 H 12.1618 19.8200 14.9730  C61 1.090
70 H 10.3786 19.5045 15.0644  C61 1.090
71 H 10.9292 20.6437 13.8407  C61 1.090
72 H 11.0220 18.5255 10.2987  N62 1.010
73 H 12.0584 18.5302 11.5068  N62 1.010
74 C 3.3164 17.0498 22.1642  O75 1.157, N76 1.322, N77 1.300
75 O 4.3919 17.3460 21.8558  C74 1.157
76 N 2.9130 16.8739 23.4105  C74 1.322, H78 1.010, H79 1.010
77 N 2.2728 16.9164 21.4006  C74 1.300, H80 1.010, H81 1.010
78 H 3.5204 16.7026 24.1990  N76 1.010
79 H 1.9753 16.5089 23.4975  N76 1.010
80 H 2.4279 16.9144 20.4025  N77 1.010
81 H 1.3813 16.6847 21.8148  N77 1.010
82 C 1.9161 11.6304 21.2226  O83 1.239, N84 1.335, N85 1.291
83 O 1.5751 11.6904 22.4120  C82 1.239
84 N 1.1350 11.9501 20.1884  C82 1.335, H86 1.010, H87 1.010
85 N 3.1237 11.2713 20.9397  C82 1.291, H88 1.010, H89 1.010
86 H 1.6634 11.9106 19.3286  N84 1.010
87 H 0.1518 12.1459 20.3116  N84 1.010
88 H 3.8221 11.2559 21.6692  N85 1.010
89 H 3.4124 11.5311 20.0074  N85 1.010
90 C 2.3648 7.3665 14.7851  O91 1.231, N92 1.288, N93 1.276
91 O 1.7888 6.3252 14.4695  C90 1.231
92 N 3.2772 7.8661 14.0252  C90 1.288, H94 1.010, H95 1.010
93 N 2.1348 8.1152 15.7918  C90 1.276, H96 1.010, H97 1.010
94 H 3.7984 8.6398 14.4123  N92 1.010
95 H 3.4950 7.3513 13.1840  N92 1.010
96 H 1.4859 7.8676 16.5251  N93 1.010
97 H 2.7853 8.8748 15.9332  N93 1.010
98 C 9.4206 8.0515 15.9321  O99 1.232, N100 1.260, N101 1.280
99 O 10.5421 7.6942 15.5672  C98 1.232
100 N 9.1429 8.1101 17.1601  C98 1.260, H102 1.010, H103 1.010
101 N 8.5418 8.6399 15.2107  C98 1.280, H104 1.010, H105 1.010
102 H 9.7582 7.6728 17.8312  N100 1.010
103 H 8.3553 8.6504 17.4885  N100 1.010
104 H 7.8270 9.1706 15.6877  N101 1.010
105 H 8.7557 8.6098 14.2241  N101 1.010
106 C 9.2760 11.1759 21.7916  O107 1.194, N108 1.315, N109 1.318
107 O 8.3926 10.3807 21.9091  C106 1.194
108 N 9.3406 11.9465 20.7277  C106 1.315, H110 1.010, H111 1.010
109 N 10.3037 11.2223 22.6162  C106 1.318, H112 1.010, H113 1.010
110 H 10.1351 12.5686 20.6831  N108 1.010
111 H 8.6456 11.8807 19.9978  N108 1.010
112 H 10.4150 10.5316 23.3446  N109 1.010
113 H 10.9620 11.9883 22.6139  N109 1.010



Entry 2:
# C22H67N5O19

A cluster of 11 separate species, C22H67N5O19 in total (ωB97M-V/def2-TZVPD, the OMol25 dataset).

Summary:
* orbital gap: 9.34 eV
* HOMO energy: -9.25 eV
* total energy: -2581.4422 Eh
* total charge: 0
* LUMO: 0.0035 hartree
* SMILES: COC[C@H](C)N.NC(N)=O.NC(N)=O.OCCO.OCCO.OCCO.OCCO.OCCO.OCCO.OCCO.OCCO

Each atom is followed by the atoms it is bonded to, with distances in Å.
Atoms and positions in Å:
1 C -5.9391 -1.6174 2.5010  O2 1.437, H7 1.090, H8 1.090, H9 1.090
2 O -5.6178 -0.6527 1.4855  C1 1.437, C3 1.444
3 C -6.7955 0.0469 1.0282  O2 1.444, C4 1.571, H10 1.090, H11 1.090
4 C -6.3574 1.2056 0.0615  C3 1.571, C5 1.581, N6 1.433, H12 1.090
5 C -7.4423 2.3521 -0.0194  C4 1.581, H13 1.090, H14 1.090, H15 1.090
6 N -6.2199 0.6401 -1.2481  C4 1.433, H16 1.010, H17 1.010
7 H -5.2488 -2.4362 2.2982  C1 1.090
8 H -6.9897 -1.9055 2.5392  C1 1.090
9 H -5.5871 -1.1463 3.4188  C1 1.090
10 H -7.4294 -0.6499 0.4797  C3 1.090
11 H -7.3855 0.2684 1.9175  C3 1.090
12 H -5.3883 1.5529 0.4197  C4 1.090
13 H -7.0890 3.2664 -0.4962  C5 1.090
14 H -7.7993 2.6637 0.9622  C5 1.090
15 H -8.3680 2.0743 -0.5235  C5 1.090
16 H -5.6906 1.2851 -1.8173  N6 1.010
17 H -5.7186 -0.2364 -1.2735  N6 1.010
18 N 6.1372 -0.1262 -3.9553  C19 1.331, H22 1.010, H23 1.010
19 C 5.6248 -1.0735 -3.1740  N18 1.331, N20 1.299, O21 1.267
20 N 6.5839 -1.3842 -2.3541  C19 1.299, H24 1.010, H25 1.010
21 O 4.4593 -1.5659 -3.2421  C19 1.267
22 H 5.5726 0.1650 -4.7405  N18 1.010
23 H 7.1074 0.1144 -3.8109  N18 1.010
24 H 7.5043 -0.9683 -2.3632  N20 1.010
25 H 6.4652 -2.1610 -1.7197  N20 1.010
26 N 1.7831 0.0527 6.1307  C27 1.222, H30 1.010, H31 1.010
27 C 2.8451 -0.5209 5.9426  N26 1.222, N28 1.299, O29 1.179
28 N 2.8973 -1.7272 6.4211  C27 1.299, H32 1.010, H33 1.010
29 O 3.8068 0.0435 5.5608  C27 1.179
30 H 1.0021 -0.3477 6.6306  N26 1.010
31 H 1.7933 1.0624 6.1081  N26 1.010
32 H 2.2373 -1.9325 7.1575  N28 1.010
33 H 3.8431 -2.0769 6.4776  N28 1.010
34 O 5.4869 -6.1289 0.0766  C35 1.430, H38 0.960
35 C 5.2375 -6.9083 1.2488  O34 1.430, C36 1.577, H39 1.090, H40 1.090
36 C 3.7153 -7.1704 1.5665  C35 1.577, O37 1.476, H41 1.090, H42 1.090
37 O 3.1461 -8.1377 0.6085  C36 1.476, H43 0.960
38 H 4.9788 -6.4425 -0.6752  O34 0.960
39 H 5.5668 -7.9447 1.1744  C35 1.090
40 H 5.8565 -6.3953 1.9849  C35 1.090
41 H 3.2106 -6.2067 1.6347  C36 1.090
42 H 3.6825 -7.7049 2.5158  C36 1.090
43 H 3.0957 -7.7988 -0.2883  O37 0.960
44 O -0.3915 0.0135 -1.5947  C45 1.445, H48 0.960
45 C 0.5349 0.6200 -0.6656  O44 1.445, C46 1.517, H49 1.090, H50 1.090
46 C 1.0163 -0.3227 0.4212  C45 1.517, O47 1.425, H51 1.090, H52 1.090
47 O -0.0449 -0.5946 1.3323  C46 1.425, H53 0.960
48 H 0.1405 -0.3109 -2.3250  O44 0.960
49 H 1.1185 1.1465 -1.4208  C45 1.090
50 H -0.0376 1.4602 -0.2727  C45 1.090
51 H 1.8312 0.1084 1.0027  C46 1.090
52 H 1.3751 -1.2640 0.0050  C46 1.090
53 H -0.7791 -0.8145 0.7543  O47 0.960
54 O 0.2627 -3.8360 9.4124  C55 1.384, H58 0.960
55 C -0.5994 -4.9103 9.2755  O54 1.384, C56 1.575, H59 1.090, H60 1.090
56 C -0.5077 -5.3405 7.7636  C55 1.575, O57 1.442, H61 1.090, H62 1.090
57 O -0.7531 -4.2385 6.8657  C56 1.442, H63 0.960
58 H -0.2827 -3.1174 9.0842  O54 0.960
59 H -0.1195 -5.7242 9.8189  C55 1.090
60 H -1.6039 -4.6084 9.5722  C55 1.090
61 H -1.1751 -6.1875 7.6047  C56 1.090
62 H 0.5112 -5.7015 7.6231  C56 1.090
63 H 0.0287 -3.8765 6.4422  O57 0.960
64 O 3.0849 7.9097 -7.0726  C65 1.413, H68 0.960
65 C 2.8817 6.9993 -6.0113  O64 1.413, C66 1.570, H69 1.090, H70 1.090
66 C 1.6101 6.1022 -6.2212  C65 1.570, O67 1.390, H71 1.090, H72 1.090
67 O 0.4362 6.8168 -6.0135  C66 1.390, H73 0.960
68 H 2.8443 8.7811 -6.7496  O64 0.960
69 H 3.6861 6.2890 -6.2022  C65 1.090
70 H 2.9150 7.5295 -5.0595  C65 1.090
71 H 1.6514 5.3229 -5.4602  C66 1.090
72 H 1.5994 5.6360 -7.2065  C66 1.090
73 H 0.4860 7.3641 -5.2263  O67 0.960
74 O -4.5878 -4.2911 -6.4575  C75 1.424, H78 0.960
75 C -5.0395 -3.6571 -5.2650  O74 1.424, C76 1.572, H79 1.090, H80 1.090
76 C -3.9901 -3.9235 -4.1252  C75 1.572, O77 1.413, H81 1.090, H82 1.090
77 O -3.9911 -5.2697 -3.6965  C76 1.413, H83 0.960
78 H -4.5154 -5.2365 -6.3076  O74 0.960
79 H -5.2588 -2.5894 -5.2652  C75 1.090
80 H -5.8807 -4.1562 -4.7841  C75 1.090
81 H -3.9895 -3.2938 -3.2355  C76 1.090
82 H -2.9908 -3.7339 -4.5169  C76 1.090
83 H -3.8461 -5.2686 -2.7475  O77 0.960
84 O -3.2494 6.5079 4.5040  C85 1.416, H88 0.960
85 C -3.5214 5.1395 4.7464  O84 1.416, C86 1.432, H89 1.090, H90 1.090
86 C -2.4247 4.7157 5.5643  C85 1.432, O87 1.424, H91 1.090, H92 1.090
87 O -1.2652 4.4057 4.7981  C86 1.424, H93 0.960
88 H -3.4774 6.8388 5.3759  O84 0.960
89 H -4.4929 5.1035 5.2392  C85 1.090
90 H -3.5718 4.5596 3.8248  C85 1.090
91 H -2.6762 3.7980 6.0960  C86 1.090
92 H -2.1630 5.4715 6.3048  C86 1.090
93 H -1.6399 3.8897 4.0805  O87 0.960
94 O 3.8989 4.9798 2.4955  C95 1.390, H98 0.960
95 C 3.2285 5.5400 1.4139  O94 1.390, C96 1.556, H99 1.090, H100 1.090
96 C 4.2458 5.3487 0.2523  C95 1.556, O97 1.466, H101 1.090, H102 1.090
97 O 4.5354 3.9344 -0.0046  C96 1.466, H103 0.960
98 H 3.2014 4.9075 3.1512  O94 0.960
99 H 2.3327 4.9569 1.2001  C95 1.090
100 H 2.8911 6.5667 1.5555  C95 1.090
101 H 5.2276 5.7365 0.5238  C96 1.090
102 H 3.9061 5.7540 -0.7008  C96 1.090
103 H 4.5447 3.5960 0.8938  O97 0.960
104 O 0.4261 0.1996 -6.9218  C105 1.486, H108 0.960
105 C 0.5133 -1.0101 -7.7803  O104 1.486, C106 1.584, H109 1.090, H110 1.090
106 C 1.5306 -0.6485 -8.9391  C105 1.584, O107 1.408, H111 1.090, H112 1.090
107 O 2.7250 -0.2910 -8.2859  C106 1.408, H113 0.960
108 H -0.3213 0.7376 -7.1933  O104 0.960
109 H 0.8591 -1.7431 -7.0514  C105 1.090
110 H -0.4304 -1.3417 -8.2134  C105 1.090
111 H 1.1821 0.3126 -9.3170  C106 1.090
112 H 1.5448 -1.3799 -9.7471  C106 1.090
113 H 2.2372 0.1550 -7.5898  O107 0.960